Molecular formula: C5H13N3
Method: DFT, wB97M-V/def2-TZVPD

XYZ file:
```
21
Properties=species:S:1:pos:R:3:forces:R:3:mulliken_charge:R:1
C -2.3973 -0.1874 0.7331 1.52 -0.74 -1.77 -1.054
C -1.2500 -0.1184 0.0594 0.81 0.95 1.07 0.579
C -1.1382 -0.5676 -1.3482 0.88 0.27 -0.28 -0.960
C 0.0888 0.4672 0.7297 -1.25 -1.04 -1.87 -0.093
N 0.2304 1.9237 0.2870 -1.81 0.47 -0.27 -0.357
C 1.2638 -0.4197 0.2600 -1.29 -0.35 1.82 0.186
N 1.3617 -1.6530 0.6941 1.99 -2.92 1.79 -0.416
N 2.0828 -0.0036 -0.6225 1.81 -0.97 -0.93 -0.207
H -2.5290 0.0228 1.7335 -0.33 0.60 2.00 0.374
H -3.1686 -0.6690 0.1747 -0.89 0.07 0.05 0.261
H -0.4652 -1.4353 -1.3525 -0.17 0.00 -0.37 0.313
H -2.1511 -0.9289 -1.6382 0.99 0.69 -0.60 0.410
H -0.6040 0.2461 -1.9635 -1.37 -1.25 0.22 0.225
H -0.0685 0.4504 1.7847 0.34 0.11 0.80 0.575
H 0.3082 2.0846 -0.7096 -0.62 -0.65 -0.92 0.370
H 1.0137 2.4853 0.5567 0.88 0.33 1.56 0.346
H -0.6761 2.4311 0.5313 1.26 -0.64 -0.02 0.448
H 1.0515 -2.0230 1.5981 -1.18 1.06 -0.29 0.291
H 2.1941 -2.3450 0.5783 -1.39 2.13 -1.01 0.317
H 2.0267 0.8268 -1.1049 -0.32 2.16 -1.06 0.123
H 2.8264 -0.5872 -0.9810 0.13 -0.27 0.10 0.267
```
Positions in Å, forces in eV/Å.

Calculated values
* HOMO: -17.89 eV
* energy above the lowest of the compared OMol25 structures with the same formula, charge and spin: 0.478 eV
* net charge: +2
* LUMO: -7.84 eV
* SMILES: C=C(C)[C@H]([NH3+])C(N)=[NH2+]
* largest force on an atom: 0.0770 Eh/bohr
* E: -361.90460 Eh

=====

Molecular formula: C5H13N3
Method: DFT, wB97M-V/def2-TZVPD

XYZ file:
```
21
Properties=species:S:1:pos:R:3:forces:R:3:mulliken_charge:R:1
C -1.5436 0.0268 -1.2805 -1.64 -0.04 1.22 -0.985
C -0.9673 -0.3255 0.1316 -0.97 3.20 -0.28 -0.100
C -1.5134 0.4816 1.3394 -1.41 -1.18 1.36 -1.404
N 0.5324 -0.0729 0.1235 0.02 0.27 0.05 -0.097
C 0.9382 1.2067 0.0886 1.50 0.44 -0.41 0.231
N 2.0975 1.6849 -0.2527 -0.71 1.24 0.15 -0.264
C 1.3631 -1.1172 0.2218 -1.36 0.81 -1.61 0.033
N 0.9369 -2.2640 -0.1662 1.48 -0.84 0.58 -0.225
H -2.5884 0.5432 -1.2387 2.07 -0.81 0.01 0.363
H -0.7831 0.6381 -1.7102 -0.06 0.74 -1.03 0.344
H -1.6655 -0.8988 -1.8605 0.06 0.41 -0.04 0.322
H -1.0420 -1.3367 0.2069 -0.40 -2.61 1.09 0.562
H -1.9665 1.4269 0.9721 0.87 -0.17 0.61 0.455
H -0.7400 0.4959 2.1844 -1.06 0.63 -1.25 0.351
H -2.4267 -0.0073 1.8866 1.62 0.42 -1.40 0.343
H 0.2502 1.9707 0.3250 -1.24 0.40 0.25 0.390
H 2.1112 2.7557 -0.2761 0.69 -2.01 0.02 0.344
H 2.9007 1.1337 -0.5604 -0.11 0.44 0.00 0.250
H 2.3752 -0.9618 0.4994 0.81 -0.14 0.83 0.475
H 1.5763 -2.9775 0.1952 -0.72 -0.84 -1.04 0.316
H 0.1547 -2.4027 -0.8291 0.55 -0.35 0.90 0.296
```
Positions in Å, forces in eV/Å.

Calculated values
* HOMO: -19.88 eV
* energy above the lowest of the compared OMol25 structures with the same formula, charge and spin: 0.808 eV
* net charge: +2
* LUMO: -9.91 eV
* SMILES: CC(C)/[N+](C=[NH2+])=C\N
* largest force on an atom: 0.0653 Eh/bohr
* E: -361.89246 Eh

=====

Molecular formula: C5H13N3O
Method: DFT, wB97M-V/def2-TZVPD

XYZ file:
```
22
Properties=species:S:1:pos:R:3:forces:R:3:mulliken_charge:R:1
C 1.5125 -1.5512 0.1005 -0.08 0.55 0.51 -1.007
N 1.1664 -0.2328 0.6037 -2.01 -1.41 2.02 0.538
N 2.1578 0.7491 0.5432 0.56 1.44 0.04 -0.742
C 0.0567 -0.0967 1.5636 5.49 -1.02 1.02 -0.129
O -0.3443 -1.0397 2.2400 -0.68 1.03 -1.81 -0.563
H 1.9483 -1.4486 -0.8958 -0.03 -0.02 -0.01 0.343
H 2.2316 -2.0211 0.7784 0.03 -0.29 -0.09 0.354
H 0.6079 -2.1533 0.0236 0.11 0.06 0.07 0.255
H 2.4955 1.0546 1.4540 -0.16 -0.44 0.16 0.229
H 2.9975 0.4349 0.0512 -0.78 -0.19 -0.07 0.240
H 0.0872 0.9336 1.9754 -0.84 0.03 -0.65 0.461
C -2.6182 -0.5861 0.0435 0.68 -0.30 0.99 -1.128
C -1.5025 0.3982 -0.1837 0.00 -0.02 -4.84 0.073
N -0.6649 0.1911 -1.1889 -3.11 0.80 2.09 -0.356
C -0.0527 1.3784 -1.7571 0.55 -0.16 0.23 -0.810
H -3.4832 -0.3267 -0.5719 0.15 0.13 -0.01 0.355
H -2.2930 -1.5978 -0.2052 -0.07 0.09 -0.01 0.267
H -2.9101 -0.5553 1.0963 -0.17 -0.18 -0.10 0.318
H -1.7176 1.4284 0.1377 0.41 -0.07 0.30 0.404
H -0.6652 1.7418 -2.5889 -0.10 -0.14 0.11 0.329
H 0.0756 2.1920 -1.0322 0.03 -0.04 -0.09 0.335
H 0.9147 1.1071 -2.1874 0.01 0.16 0.15 0.235
```
Positions in Å, forces in eV/Å.

Calculated values
* HOMO (spin up / spin down): -7.75 / -7.75 eV
* energy above the lowest of the compared OMol25 structures with the same formula, charge and spin: 4.419 eV
* LUMO (spin up / spin down): 0.25 / 0.25 eV
* SMILES: CN(N)C=O.C/C=N/C
* largest force on an atom: 0.1104 Eh/bohr
* E: -437.69168 Eh

=====

Molecular formula: C5H13N3O
Method: DFT, wB97M-V/def2-TZVPD

XYZ file:
```
22
Properties=species:S:1:pos:R:3:forces:R:3:mulliken_charge:R:1
C -3.1749 -0.4650 -0.4141 -0.17 -1.73 -1.28 -1.267
C -1.6444 -0.5329 -0.3229 -1.87 0.13 0.58 0.003
C -1.1417 0.8742 -0.1621 2.17 0.87 2.51 0.318
O -1.6737 1.9655 -0.0621 -0.94 -1.12 -1.28 -0.624
N 0.1760 0.8314 0.3525 0.35 3.11 0.20 0.019
N 0.9530 2.1069 0.2723 -0.31 -1.80 0.09 -0.653
N 0.9676 -0.2261 0.0598 0.59 0.36 -2.76 0.239
C 1.8877 -0.5193 1.0700 1.89 -1.85 0.69 -0.814
C 1.5924 -0.0258 -1.2837 -0.11 -0.99 0.66 -1.036
H -3.6346 -1.4303 -0.0678 0.33 1.04 -0.14 0.339
H -3.6418 0.4025 0.0156 0.11 0.22 0.61 0.345
H -3.3793 -0.4044 -1.4662 -0.65 0.06 -0.65 0.323
H -1.5419 -0.9840 0.6973 1.11 -0.01 -1.15 0.179
H -1.1520 -1.0687 -1.1956 -0.61 0.44 1.51 0.262
H 0.5932 2.8308 0.8766 -0.52 -0.23 -0.14 0.240
H 0.9142 2.3703 -0.7029 -0.19 0.62 0.12 0.229
H 2.4704 0.2802 1.5031 0.47 0.80 -0.57 0.296
H 1.3223 -0.8418 1.9169 -0.28 -0.94 0.66 0.329
H 2.6068 -1.3249 0.6633 -1.17 1.08 0.97 0.241
H 2.0520 -1.0375 -1.4690 -0.28 1.31 -0.58 0.385
H 0.7207 0.2012 -1.9084 0.43 -0.40 -0.50 0.381
H 2.3087 0.8336 -1.3944 -0.34 -0.99 0.44 0.266
```
Positions in Å, forces in eV/Å.

Calculated values
* HOMO: -9.13 eV
* energy above the lowest of the compared OMol25 structures with the same formula, charge and spin: 3.677 eV
* LUMO: 0.75 eV
* SMILES: CCC(=O)N(N)N(C)C
* largest force on an atom: 0.0667 Eh/bohr
* E: -437.71898 Eh

=====

Molecular formula: C5H13N3O
Method: DFT, wB97M-V/def2-TZVPD

XYZ file:
```
22
Properties=species:S:1:pos:R:3:forces:R:3:mulliken_charge:R:1
H -2.0701 0.5475 0.9997 0.14 -0.19 0.32 0.286
N -2.1642 -0.2514 0.3858 0.46 1.05 -0.98 -0.735
C -1.1008 -0.8194 0.0242 0.66 -3.86 4.20 0.626
N -1.0891 -1.8913 -0.8398 0.71 1.76 0.35 -0.452
O 0.1540 -1.1173 1.0051 -2.33 -0.21 -2.10 -0.382
C 0.1394 -0.5182 2.2746 -0.47 0.48 -0.30 -0.591
H -1.9640 -2.0364 -1.3190 0.40 -0.41 -0.05 0.254
H -0.3339 -2.5412 -0.6913 -0.46 -0.21 -0.29 0.235
H -0.2217 0.5167 2.2038 0.08 -0.05 0.18 0.229
H 1.1675 -0.4780 2.6421 -0.06 -0.06 -0.13 0.235
H -0.4825 -1.0726 2.9861 -0.01 0.03 -0.06 0.258
C -0.6042 2.1432 -0.7112 -0.78 -0.46 0.34 -1.432
C 0.1396 0.8703 -0.9791 3.72 1.47 0.09 0.262
N 1.2164 0.6140 -0.2832 -1.94 1.30 -1.70 -0.352
C 2.1896 -0.2853 -0.8441 -0.12 -0.36 0.18 -0.854
H -0.4602 2.4687 0.3180 0.12 0.04 -0.01 0.317
H -0.2693 2.9321 -1.3859 0.11 -0.08 -0.03 0.369
H -1.6710 1.9824 -0.8752 -0.04 0.18 -0.06 0.409
H 0.0346 0.4598 -1.9906 -0.24 -0.38 0.18 0.411
H 1.8089 -0.8948 -1.6738 0.03 0.10 -0.09 0.322
H 2.5487 -0.9534 -0.0627 0.08 -0.02 -0.01 0.242
H 3.0325 0.3244 -1.1834 -0.04 -0.11 -0.05 0.341
```
Positions in Å, forces in eV/Å.

Calculated values
* HOMO: -9.29 eV
* energy above the lowest of the compared OMol25 structures with the same formula, charge and spin: 3.818 eV
* LUMO: 0.62 eV
* SMILES: [H]/N=C(/N)OC.C/C=N/C
* largest force on an atom: 0.1117 Eh/bohr
* E: -437.71377 Eh

=====

Molecular formula: C5H13N3O
Method: DFT, wB97M-V/def2-TZVPD

XYZ file:
```
22
Properties=species:S:1:pos:R:3:forces:R:3:mulliken_charge:R:1
N 2.6455 -0.0009 -2.3198 -2.15 1.64 -1.42 -0.342
C 1.9819 -0.5438 -1.0672 -1.91 1.09 -0.60 -0.549
C 0.6453 0.1375 -0.7785 0.18 2.62 0.04 -0.066
C -0.4198 -0.4628 -0.2939 -0.01 -0.72 2.32 -0.492
C -1.5948 0.3332 0.5223 1.23 -2.95 -0.62 -0.150
N -2.8044 -0.4132 -0.1772 -0.42 1.36 4.37 -0.339
N -1.8256 0.4059 1.9953 0.71 -0.57 -3.19 -0.479
C -0.9377 0.5687 2.9003 -1.21 0.27 0.37 0.114
O 0.3809 0.7281 2.7522 -0.09 -0.49 -0.17 -0.445
H 3.5978 -0.2241 -2.2922 2.11 -0.70 -0.22 0.346
H 2.6289 1.0578 -2.4437 -0.23 -1.39 0.56 0.388
H 2.2235 -0.3698 -3.2417 0.70 0.34 1.80 0.401
H 1.9974 -1.6191 -1.1721 -0.31 -0.21 0.15 0.420
H 2.4386 -0.2284 -0.1520 1.61 0.01 0.09 0.313
H 0.6705 1.3073 -0.6566 0.28 -2.21 -0.52 0.228
H -0.3189 -1.5695 -0.2720 -0.82 0.60 0.23 0.289
H -1.5993 1.2313 0.0020 -0.07 2.28 -0.15 0.505
H -2.9440 -1.2317 0.4492 0.32 -0.41 -1.48 0.360
H -2.5436 -0.4317 -1.1395 -0.41 -1.03 -0.91 0.358
H -3.6755 0.0975 0.0128 0.10 0.30 -0.53 0.359
H -1.5093 0.6827 3.8449 1.46 -0.17 0.17 0.389
H 0.9623 0.5447 3.5274 -1.07 0.33 -0.29 0.391
```
Positions in Å, forces in eV/Å.

Calculated values
* HOMO: -17.36 eV
* energy above the lowest of the compared OMol25 structures with the same formula, charge and spin: 3.443 eV
* net charge: +2
* LUMO: -6.67 eV
* SMILES: [NH3+]C/C=C/[C@@H]([NH3+])/N=C\O
* largest force on an atom: 0.0894 Eh/bohr
* E: -437.13174 Eh